50
Properties=species:S:1:pos:R:3:forces:R:3:nbo_charge:R:1 method="wB97M-V/def2-TZVPD" max_force_ev_per_a=4.7 homo_lumo_gap_ev=7.8 total_charge=+1 homo_energy_ev=-10.313
C -1.422789 1.724431 -3.118347 -0.3 -1.3 -0.1 -0.62
C -1.006946 0.830831 -1.974708 0.7 -2.1 0.7 -0.05
C -2.109875 -0.197050 -1.599100 -1.6 0.8 -0.4 -0.45
C -2.214255 -0.547835 -0.156673 0.5 -2.6 -0.6 -0.38
C -1.526643 -1.611747 0.395156 -2.1 4.1 0.8 0.05
N -1.512546 -1.526185 1.777654 1.4 -2.5 0.9 -0.61
C -1.403500 -2.741901 2.591830 0.9 0.9 0.1 -0.44
N -0.627691 1.637659 -0.767950 -0.2 1.1 -0.7 -0.75
H -1.443970 1.101534 -4.035303 0.5 0.7 0.3 0.24
H -0.767140 2.572946 -3.124872 0.3 0.5 -0.8 0.22
H -2.462663 2.029583 -2.998583 0.1 0.3 0.3 0.22
H -0.102287 0.183629 -2.145025 -0.6 1.1 -0.3 0.23
H -2.129974 -1.109611 -2.246883 0.4 0.9 0.2 0.23
H -3.036229 0.380066 -1.795989 0.1 -0.6 -0.3 0.21
H -3.098572 -0.207637 0.379035 0.6 0.6 0.3 0.23
H -1.000022 -2.327187 -0.213090 0.6 -0.2 0.5 0.20
H -2.036511 -0.837852 2.266359 -0.5 0.9 -0.6 0.39
H -2.241739 -3.371563 2.320317 0.4 -0.9 0.4 0.20
H -0.374468 -3.092888 2.514027 -0.2 -1.0 -0.9 0.20
H -1.326331 -2.535440 3.667778 -1.0 0.4 -0.2 0.21
H -1.244039 1.508432 0.028817 -0.1 -0.5 0.1 0.43
H -0.586788 2.703197 -0.919771 0.1 -1.7 -0.1 0.46
H 0.343311 1.382379 -0.489129 -0.9 -0.3 -0.1 0.47
H 4.153284 -1.763182 0.356492 0.0 -0.5 -0.1 0.49
H 2.842363 -2.228016 -0.443494 0.0 -0.7 0.4 0.52
O 3.384633 -1.483724 -0.136788 0.0 0.9 -0.1 -1.01
H 3.226279 2.584833 0.664804 -0.3 -0.3 -0.1 0.49
H 3.509470 3.670129 1.577832 -0.6 0.4 -0.1 0.50
O 2.807558 3.399806 0.955997 0.9 0.9 0.2 -0.97
H 0.673532 1.499514 2.616276 -0.3 0.0 -0.6 0.49
H 1.350378 2.535742 1.740952 0.2 -1.0 0.0 0.49
O 0.811395 1.705231 1.670149 -0.9 1.2 1.4 -0.99
H 0.210134 -5.727932 -2.238365 -0.4 0.1 0.0 0.49
H -1.032306 -4.849189 -1.888965 0.3 -0.2 -0.2 0.49
O -0.087549 -4.817924 -2.100787 -0.4 -0.2 0.1 -0.97
H 0.681717 3.424568 0.489689 -0.3 0.5 -0.6 0.49
H 1.082470 4.338045 -0.666206 -0.1 0.1 0.0 0.51
O 0.332871 3.831658 -0.325924 0.8 1.0 0.6 -0.95
H 2.155292 1.247337 -0.204733 0.0 0.1 0.1 0.46
H 2.457203 -0.148119 -0.610552 -0.3 0.0 -0.3 0.52
O 1.872508 0.607545 -0.862301 0.6 -0.1 0.1 -0.98
H 2.354700 0.440753 1.965134 0.6 -0.1 -0.5 0.51
H 3.797935 0.564074 1.316257 -0.1 -0.7 0.3 0.48
O 3.119806 1.017600 1.826101 1.1 -0.3 0.2 -0.98
H -4.387641 1.661816 2.811411 -0.1 0.1 0.3 0.48
H -3.035753 2.197783 2.303345 0.1 0.3 0.3 0.47
O -3.819673 1.717957 2.044491 0.0 -0.4 -0.6 -0.95
H 1.970304 -3.725354 -1.786867 -0.4 -0.3 -0.3 0.49
H 1.069527 -4.075150 -0.574941 -0.3 -0.2 -0.4 0.51
O 1.831229 -3.573594 -0.854557 1.1 0.8 0.6 -0.98

28
Properties=species:S:1:pos:R:3:forces:R:3:nbo_charge:R:1 method="wB97M-V/def2-TZVPD" max_force_ev_per_a=4.6 multiplicity=5 homo_lumo_gap_ev="8.8 / 6.2" total_charge=+2 s_squared=6.0144 homo_energy_ev="-16.321 / -18.053"
Cl 0.917562 -1.963003 -3.806593 -0.1 -0.1 -0.3 0.04
C 1.359178 2.599298 -1.059497 -1.1 0.8 -0.6 -0.19
C 0.200637 2.782247 -0.198148 0.4 0.6 -0.9 -0.22
C -0.930017 2.216061 -0.834756 0.1 0.2 0.5 -0.10
H 0.212976 3.343049 0.726213 -0.1 -0.1 0.0 0.29
C -0.500234 1.608304 -2.060630 0.0 0.5 -1.8 0.10
C 0.931181 1.835584 -2.205277 -0.4 0.5 0.2 -0.26
H 1.509655 1.510891 -3.068690 0.0 0.3 0.3 0.30
H 2.359108 2.961126 -0.875155 0.0 0.2 0.0 0.29
H -1.970303 2.235123 -0.505970 0.4 0.0 0.1 0.29
C -1.360231 0.945500 -3.083302 0.0 -0.6 0.3 -0.69
Pd 0.969537 0.502002 -0.441179 -1.7 -1.8 1.1 0.85
C 1.815109 0.862589 1.301552 2.2 -0.9 3.9 0.55
C 1.847655 -1.061014 -1.381472 2.1 -2.8 0.1 0.45
O 2.406217 0.695047 2.263301 -1.6 0.8 -2.5 -0.30
O 2.564786 -1.936787 -1.321867 -1.0 1.3 -0.3 -0.33
H -2.244352 0.484701 -2.578398 0.6 0.4 -0.6 0.27
H -0.765923 0.153309 -3.609180 -0.6 0.8 0.3 0.26
H -1.729154 1.687181 -3.841508 0.3 -0.5 0.6 0.31
C -0.645605 -2.393633 3.959585 0.4 0.8 0.6 -0.60
C -1.094213 -2.805552 2.550254 0.4 0.2 0.4 -0.54
C -0.783601 -1.786528 1.536264 -0.5 0.7 -0.8 0.50
N -0.693701 -0.965487 0.715851 0.9 -0.6 0.9 -0.53
H 0.443241 -2.218248 4.011570 -0.4 -0.1 -0.1 0.22
H -0.877053 -3.135732 4.737637 -0.1 0.0 -0.6 0.26
H -1.140438 -1.457333 4.268567 0.2 -0.4 -0.2 0.23
H -0.635364 -3.746251 2.273669 0.1 -0.2 -0.3 0.28
H -2.166652 -2.952441 2.527162 -0.3 0.0 -0.1 0.29